{
  "formula": "C13H41N7O10",
  "method": "wB97M-V/def2-TZVPD",
  "smiles": "COC[C@H](C)N.NC(N)=O.NC(N)=O.NC(N)=O.OCCO.OCCO.OCCO",
  "charge": 0,
  "species": ["O", "O", "O", "O", "O", "O", "O", "O", "O", "O", "N", "N", "N", "N", "N", "N", "N", "C", "C", "C", "C", "C", "C", "C", "C", "C", "C", "C", "C", "C", "H", "H", "H", "H", "H", "H", "H", "H", "H", "H", "H", "H", "H", "H", "H", "H", "H", "H", "H", "H", "H", "H", "H", "H", "H", "H", "H", "H", "H", "H", "H", "H", "H", "H", "H", "H", "H", "H", "H", "H", "H"],
  "positions_angstrom": [[-1.91733, 1.04650, -4.23538], [-0.30633, 0.27938, 3.12776], [1.08529, -1.09490, 4.98471], [-1.59445, 3.38605, -0.50908], [5.57313, 2.18895, -0.05449], [-1.93795, -0.39137, -1.64292], [-7.23330, -4.23376, -0.24182], [0.66493, 0.96149, -2.52402], [0.52977, -4.38223, -2.52866], [-5.21062, -1.92633, -0.44665], [-0.38351, 4.46656, 1.07218], [-2.73255, -0.60768, 0.47359], [0.68112, 3.15308, -0.52506], [-1.59870, -3.73693, -2.00325], [4.04689, -1.06670, -0.76205], [-0.16407, -2.27987, -3.06001], [-0.61383, 0.22906, 0.12030], [5.50405, 0.78063, -0.11620], [-5.16119, -3.15938, 0.27893], [-0.29500, 0.81118, 4.46013], [0.07484, -0.25685, 5.45765], [-0.33789, -3.53139, -2.52951], [-0.95290, 2.06386, -3.98746], [-6.49477, -3.60101, 0.80137], [4.08252, 0.35811, -0.37563], [3.14150, 0.64757, 0.79762], [0.44486, 1.54604, -3.82010], [-1.77198, -0.22087, -0.41650], [6.74236, 2.66783, 0.57133], [-0.50317, 3.62013, -0.01969], [-1.23377, 4.87716, 1.40777], [0.77869, 0.83462, -4.58143], [2.12153, 0.54521, 0.43008], [-1.00928, 2.74787, -4.83906], [-2.20876, 0.70439, -3.38028], [0.15736, 0.37581, -0.50151], [-5.49425, -2.11414, -1.34612], [4.93904, -1.50894, -0.55947], [6.62011, 2.75431, 1.65857], [0.35025, 1.69682, 4.47089], [-0.90869, -1.62068, -2.88763], [-1.30617, 1.16117, 4.67252], [3.37686, -1.58486, -0.20497], [6.16911, 0.41076, -0.91019], [6.94440, 3.65536, 0.16005], [-4.49520, -3.00614, 1.13284], [-3.63155, -0.83495, 0.06491], [-0.02977, 0.30179, -2.37302], [-6.34163, -4.29744, 1.63280], [-2.12453, -2.90547, -1.78447], [0.76759, -1.99815, -3.29828], [-1.23517, 2.65315, -3.10665], [1.49147, 3.33842, 0.03887], [-2.50673, -0.87944, 1.41187], [7.60262, 2.01177, 0.40533], [5.84758, 0.30417, 0.81614], [-1.85836, -4.64436, -1.67432], [3.62880, 0.90815, -1.20608], [3.34829, 0.09830, 1.71865], [0.66258, 2.41598, -1.21640], [-4.66052, -3.91962, -0.33017], [0.41597, 4.47293, 1.67761], [-0.52929, 0.24449, 1.12288], [3.22788, 1.70349, 1.08898], [-8.12414, -4.39992, 0.07804], [0.39967, -0.38144, 3.10508], [1.14935, 2.38006, -3.89703], [-0.83455, -0.82291, 5.68712], [1.92535, -0.93167, 5.41906], [-7.04088, -2.71551, 1.14172], [0.28704, 0.25232, 6.40820]],
  "mulliken_charge": [-0.62, -0.56, -0.53, -0.60, -0.31, -0.73, -0.52, -0.28, -0.66, -0.57, -0.46, -0.30, -0.15, -0.31, -0.65, -0.28, 0.29, -0.99, -0.32, -0.53, -0.33, 0.45, -0.40, -0.44, 0.91, -0.82, -0.56, 0.69, -0.77, 0.68, 0.23, 0.37, -0.27, 0.40, 0.37, -0.22, 0.29, 0.26, 0.29, 0.28, 0.26, 0.29, 0.23, 0.43, 0.24, 0.34, 0.20, -0.01, 0.31, 0.21, 0.23, 0.17, 0.20, 0.14, 0.33, 0.39, 0.18, 0.04, 0.45, 0.05, 0.28, 0.17, 0.15, 0.33, 0.30, 0.30, 0.34, 0.24, 0.30, 0.29, 0.34]
}

{
  "formula": "C13H42BN6O3P3",
  "method": "wB97M-V/def2-TZVPD",
  "smiles": "CN(C)P(=O)(N(C)C)N(C)C.CN(C)P(=O)(N(C)C)N(C)C.BP(C)O",
  "charge": 0,
  "e_above_lowest_ev": 0.000,
  "species": ["P", "P", "P", "O", "O", "O", "N", "N", "N", "N", "N", "N", "C", "C", "C", "C", "C", "C", "C", "C", "C", "C", "C", "C", "C", "B", "H", "H", "H", "H", "H", "H", "H", "H", "H", "H", "H", "H", "H", "H", "H", "H", "H", "H", "H", "H", "H", "H", "H", "H", "H", "H", "H", "H", "H", "H", "H", "H", "H", "H", "H", "H", "H", "H", "H", "H", "H", "H"],
  "positions_angstrom": [[-3.83286, 1.77744, -1.63663], [-0.13753, 2.53357, 3.13891], [0.40686, -3.47571, -3.34238], [-3.21864, 1.02865, -3.00338], [-1.53466, 2.38430, 2.70006], [-0.54795, -4.39307, -3.98423], [0.67121, -4.01931, -1.76645], [-0.34280, -1.95831, -3.31598], [-0.07208, 2.23889, 4.79565], [0.27089, 4.15074, 2.83247], [1.93466, -2.95885, -3.83099], [1.27064, 1.82602, 2.55054], [2.82581, -4.09637, -4.14286], [-0.82923, 1.06849, 5.24584], [0.87550, -5.46287, -1.63532], [-0.19481, -1.00601, -2.23245], [1.95100, -2.04387, -4.98971], [1.70177, 2.29031, 1.21684], [1.14181, 4.94117, 3.68235], [-0.81862, 4.97643, 2.30945], [-1.71069, -1.92522, -3.83668], [1.12398, 2.42041, 5.60692], [-2.59669, 1.30679, -0.37125], [1.16382, 0.35196, 2.50216], [1.46053, -3.29478, -0.78132], [-5.38803, 0.89243, -1.14811], [2.99279, -4.70590, -3.25715], [0.83843, 2.33034, 6.65667], [-0.70421, -1.32667, -1.31417], [-0.62798, -0.05182, -2.53958], [-1.51888, 5.29764, 3.08883], [0.15137, -5.99680, -2.24690], [1.97543, 3.33980, 1.24585], [-1.80238, 1.04577, 4.75998], [1.38533, 5.87443, 3.16969], [-5.91265, 1.28001, -0.15188], [-1.79466, -2.51096, -4.74732], [2.09174, -0.06200, 2.10892], [1.46477, -2.46923, -5.87402], [0.68225, 5.19740, 4.64447], [-3.08954, 1.17371, 0.59777], [2.42831, -4.73529, -4.93855], [-2.14814, 0.34709, -0.64184], [-3.91841, 0.95445, -3.66288], [1.46571, -1.10490, -4.74437], [1.55710, 3.40218, 5.48979], [0.33746, 0.01171, 1.86787], [1.13657, -2.27081, -0.66772], [0.72258, -5.75574, -0.59480], [2.58543, 1.71865, 0.93116], [2.53662, -3.29441, -1.00096], [-1.38202, 4.44432, 1.54910], [-0.32148, 0.11811, 5.04640], [2.99219, -1.83189, -5.23590], [-0.38605, 5.86607, 1.84585], [1.90233, 1.67281, 5.40550], [0.93341, 2.14879, 0.44850], [1.31834, -3.77579, 0.18887], [1.88023, -5.78976, -1.92602], [-2.44516, -2.30453, -3.11641], [-5.87436, 0.04735, -1.83320], [-1.83243, 2.07499, -0.24127], [2.08958, 4.43167, 3.85450], [-1.97304, -0.89429, -4.07508], [3.79586, -3.71546, -4.46083], [1.02639, -0.05470, 3.50210], [0.85719, -0.81562, -2.01760], [-0.98993, 1.13604, 6.32318]],
  "mulliken_charge": [-0.03, 0.44, 0.21, -0.42, -0.80, -0.82, 0.21, 0.35, 0.13, 0.34, 0.16, 0.17, -0.98, -1.04, -1.05, -1.52, -0.98, -0.87, -1.23, -0.98, -1.00, -0.81, -0.56, -0.96, -0.61, 0.23, 0.19, 0.39, 0.42, 0.56, 0.32, 0.31, 0.28, 0.29, 0.39, -0.06, 0.39, 0.43, 0.33, 0.33, 0.43, 0.35, 0.06, 0.29, 0.27, 0.20, 0.29, -0.01, 0.39, 0.42, 0.26, 0.24, 0.31, 0.41, 0.34, 0.26, 0.22, 0.41, 0.31, 0.32, -0.08, 0.15, 0.37, 0.29, 0.40, 0.19, 0.43, 0.40]
}

{
  "formula": "C13H42O8",
  "method": "wB97M-V/def2-TZVPD",
  "smiles": "CCO.CCO.CCO.CCO.CCO.CO.CO.CO",
  "charge": 0,
  "e_above_lowest_ev": 5.842,
  "species": ["O", "O", "O", "O", "O", "O", "O", "O", "C", "C", "C", "C", "C", "C", "C", "C", "C", "C", "C", "C", "C", "H", "H", "H", "H", "H", "H", "H", "H", "H", "H", "H", "H", "H", "H", "H", "H", "H", "H", "H", "H", "H", "H", "H", "H", "H", "H", "H", "H", "H", "H", "H", "H", "H", "H", "H", "H", "H", "H", "H", "H", "H", "H"],
  "positions_angstrom": [[-2.38367, -1.24075, 1.20943], [-1.23067, 2.27825, -0.28057], [-2.06167, -0.03575, -1.51157], [0.26533, 0.68125, -5.03257], [3.48033, -2.03675, -0.03257], [-1.56267, -1.55875, 5.20743], [-3.60167, 1.55325, 1.12843], [1.91433, -0.92175, -3.80257], [3.79133, 0.59625, -3.62957], [-0.24467, 1.91325, -4.57757], [-0.86467, -0.84475, -1.84657], [0.05333, 2.07325, 0.35343], [2.69833, -1.09575, 0.71143], [2.71333, -0.17475, -2.87957], [0.62733, 2.52525, -3.45357], [-1.76067, -3.58775, 1.16343], [0.15033, 1.15125, 1.48143], [0.58133, -0.74675, 4.42343], [-1.51067, -2.20875, 1.76943], [-3.67367, 1.58025, 2.56843], [-0.81167, -0.43975, 4.87043], [-0.31367, -1.08875, -0.89657], [-0.83467, 0.24825, 5.62043], [3.07833, -0.11775, 0.59943], [1.23133, 1.08225, 1.82143], [-3.24867, 0.60325, 2.85243], [0.60533, -1.18875, 3.36343], [-1.20867, 1.77325, -4.06057], [-2.83767, -3.82075, 1.03443], [0.84633, -1.47475, 5.12343], [1.76133, 2.49125, -3.59157], [3.45333, 1.08425, -4.44457], [-0.17767, 0.16825, 1.19043], [1.27633, 0.11525, 4.34743], [-2.41167, 0.31525, -2.34257], [-1.55567, 1.50325, -0.62257], [-1.61567, -2.29075, 2.80143], [2.77233, -1.16775, 1.77643], [-1.27067, -1.76475, -2.31557], [-2.16567, -1.03175, 0.30843], [-0.53467, 1.46625, 2.25443], [1.71233, -1.11675, 0.28643], [0.96833, 0.38225, -4.46757], [1.43133, -1.61775, -3.37657], [0.34833, 2.21925, -2.49557], [4.16533, 1.41125, -2.92257], [3.27833, -0.90775, -2.27357], [-1.34667, -3.79175, 0.22743], [-1.32067, 0.20425, 4.12143], [-1.48467, -4.30575, 1.82443], [-0.53067, -1.88775, 1.59343], [-2.69267, 1.68625, 0.90043], [-0.19567, -0.41475, -2.63557], [0.75233, 1.65325, -0.37157], [-2.52267, -1.34975, 5.00443], [4.58533, -0.07275, -3.87357], [0.43333, 3.13525, 0.73343], [0.51833, 3.59125, -3.49657], [-3.14067, 2.35425, 3.09443], [-4.69367, 1.38925, 2.87643], [-0.08667, 2.62025, -5.36257], [4.34033, -2.05475, 0.27143], [2.06233, 0.50725, -2.31757]],
  "mulliken_charge": [-0.43, -0.58, -0.75, -0.61, -0.55, -0.60, -0.57, -0.63, -1.58, -0.32, 0.07, 0.21, -0.64, 1.00, -0.45, -1.75, -0.35, -0.71, 0.80, -0.58, -0.05, -0.08, 0.59, 0.43, 0.37, 0.02, -0.07, 0.16, 0.33, 0.46, 0.19, 0.42, -0.28, 0.28, 0.28, 0.47, 0.52, 0.43, 0.43, 0.20, 0.21, 0.06, 0.30, 0.27, -0.24, 0.32, 0.33, 0.34, -0.28, 0.57, -0.49, 0.42, -0.04, -0.23, 0.37, 0.42, 0.22, 0.48, 0.29, 0.38, 0.40, 0.27, -0.44]
}

{
  "formula": "C13H43N14O11",
  "method": "wB97M-V/def2-TZVPD",
  "charge": -1,
  "e_above_lowest_ev": 10.086,
  "species": ["O", "O", "O", "O", "O", "O", "O", "O", "O", "O", "O", "N", "N", "N", "N", "N", "N", "N", "N", "N", "N", "N", "N", "N", "N", "C", "C", "C", "C", "C", "C", "C", "C", "C", "C", "C", "C", "C", "H", "H", "H", "H", "H", "H", "H", "H", "H", "H", "H", "H", "H", "H", "H", "H", "H", "H", "H", "H", "H", "H", "H", "H", "H", "H", "H", "H", "H", "H", "H", "H", "H", "H", "H", "H", "H", "H", "H", "H", "H", "H", "H"],
  "positions_angstrom": [[6.36768, -0.84041, 2.60746], [1.43393, 2.38257, -5.21925], [1.47493, -8.29654, 2.29393], [-3.67892, -5.92673, -4.45601], [2.91448, 5.84121, 0.07110], [-1.39879, -1.47424, 0.25446], [-5.93257, -2.69596, 5.14235], [-5.80106, 4.19126, -0.17868], [0.53979, -1.75616, -0.55245], [0.05332, 0.04352, 0.31481], [-0.91084, 1.16103, 7.30682], [-0.77735, -0.39691, 5.75071], [1.97805, -6.83751, 0.77297], [0.13784, -6.48018, 2.00459], [-5.29457, -1.36071, 3.58793], [1.61553, 3.74982, -2.61447], [-3.66076, 3.66214, 0.16612], [-4.77396, 2.33779, -1.06247], [3.94979, 0.19961, -3.12590], [4.11452, -0.71629, 2.86902], [5.08619, -1.74367, 1.13152], [-2.23758, -5.64550, -2.78113], [-3.41644, -3.98596, -3.38259], [-4.80467, -3.49161, 3.40108], [-1.47581, 1.59150, 5.20855], [1.76437, 4.90467, -1.72403], [0.40933, 1.48136, -5.29671], [1.08360, 3.75492, -5.07323], [2.76982, 4.64524, -0.67067], [5.26021, -1.09334, 2.26490], [-0.98826, 0.82228, 6.14423], [1.18952, -7.26386, 1.69882], [0.61043, 4.05555, -3.67016], [3.88731, 5.72379, 1.16632], [-0.27827, -1.07630, -0.00445], [-5.44613, -2.53451, 4.09106], [-3.09881, -5.22876, -3.64432], [-4.85120, 3.43624, -0.32916], [-1.55283, 2.57893, 5.40641], [0.82397, 4.98335, -1.17855], [5.90743, -2.12565, 0.68457], [-3.96813, 1.75495, -0.88628], [2.61479, 3.86227, 0.07164], [2.01352, 4.26304, -5.32851], [2.70221, -7.47459, 0.47327], [-2.97859, -3.57839, -2.56878], [-3.53468, 4.47646, 0.75014], [-4.68138, -4.41951, 3.78044], [3.74197, 4.37132, -1.08055], [-4.23283, -3.06897, 2.68381], [4.14003, -1.91090, 0.82022], [0.33136, 4.06201, -5.79982], [-0.24742, -6.73806, 2.90190], [-0.85938, -0.55489, 4.75652], [3.27241, -0.38061, -2.65197], [0.11909, -5.56830, 1.57072], [-1.43774, 1.24284, 4.26140], [4.87020, 5.38152, 0.84247], [1.33278, 3.04837, -1.94506], [-4.75479, -1.26536, 2.73961], [4.73314, 0.29548, -2.49561], [4.39454, -0.25185, -3.91233], [-5.79647, -0.52188, 3.84205], [3.43890, 5.10275, 1.94177], [-2.08236, -6.63983, -2.69557], [-1.99102, -5.01318, -2.03315], [4.07329, 6.76365, 1.43506], [0.27462, 5.09252, -3.66459], [-0.01604, 1.52246, -6.29944], [-4.28673, -3.69063, -3.80148], [2.06862, 5.69012, -2.41583], [3.51625, 1.10001, -3.27226], [4.21708, -0.22231, 3.74399], [1.70773, -6.02750, 0.23362], [-0.58654, -1.11220, 6.43777], [0.82774, 0.47806, -5.21647], [-5.64320, 1.86194, -1.25766], [3.26476, -0.68638, 2.32395], [-0.28362, 3.56239, -3.28864], [-0.34946, 1.63948, -4.53034], [-2.91807, 2.97770, 0.15869]],
  "mulliken_charge": [-0.65, -0.30, -0.70, -0.69, -0.31, -0.79, -0.62, -0.68, -0.76, -0.78, -0.70, -0.37, -0.37, -0.41, -0.34, -0.24, -0.35, -0.40, -0.91, -0.38, -0.41, -0.37, -0.39, -0.38, -0.38, -0.54, -0.69, -0.58, -0.60, 0.59, 0.67, 0.63, -0.64, -0.76, 0.57, 0.64, 0.66, 0.59, 0.21, 0.25, 0.21, 0.23, 0.41, 0.23, 0.22, 0.19, 0.20, 0.21, 0.30, 0.17, 0.21, 0.37, 0.23, 0.17, 0.39, 0.21, 0.19, 0.31, 0.31, 0.13, 0.46, 0.51, 0.20, 0.31, 0.21, 0.17, 0.24, 0.40, 0.26, 0.21, 0.34, 0.30, 0.20, 0.18, 0.21, 0.23, 0.24, 0.22, 0.38, 0.32, 0.18]
}

For the records above, the corresponding HOMO values read -9.20, -8.14, -9.52, -2.09 eV.
For the records above, the corresponding orbital gap values read 0.3419, 0.3006, 0.3627, 0.0949 Eh.